C48H83Cl25FIN3O3 | ωB97M-V with the def2-TZVPD basis set

## Properties
Orbital gap, Eh: 0.300
F_max, Eh/bohr: 0.0814

```
! RIJCOSX wB97M-V def2-TZVPD def2/J DEFGRID3
* xyz 1 1
C -2.736 0.174 4.973
C -1.815 0.557 4.257
C -0.876 0.830 3.025
C -1.601 1.516 1.797
C -0.402 1.578 0.717
O -0.872 1.754 -0.628
C 0.324 1.793 -1.446
O 0.727 3.167 -1.512
C 0.780 3.674 -2.854
C -0.018 5.077 -2.832
O 0.520 6.019 -3.764
N -2.781 0.884 1.174
C -2.942 -0.583 1.272
C -2.014 -1.316 0.195
C -2.165 -1.043 -1.294
C -1.317 -1.672 -2.342
C -0.228 -2.635 -1.956
C -0.080 -2.939 -0.498
C -0.954 -2.308 0.571
C -0.669 -2.762 2.056
C -3.861 1.725 1.593
N -5.110 1.814 1.198
C -5.642 0.921 0.136
C -7.120 1.469 -0.203
C -8.064 1.005 1.024
I -9.029 2.714 2.009
N -3.458 2.689 2.601
C -2.062 3.009 2.175
Cl -2.405 4.122 0.729
C -1.327 3.753 3.357
C 0.195 4.115 3.098
C 0.433 5.286 2.051
F 1.747 5.805 2.311
H -3.382 -0.400 5.692
H -0.466 -0.175 2.676
H 0.015 1.398 3.424
H 0.081 0.541 0.759
H 0.344 2.394 0.945
H 1.180 1.230 -0.937
H 0.168 1.289 -2.442
H 0.256 3.043 -3.627
H 1.849 3.941 -3.105
H -0.004 5.417 -1.751
H -1.106 4.795 -3.051
H 0.054 6.869 -3.650
H -3.993 -0.948 1.029
H -2.685 -1.031 2.274
H -2.948 -0.307 -1.644
H -1.518 -1.404 -3.435
H 0.407 -3.084 -2.765
H 0.743 -3.661 -0.212
H 0.126 -2.140 2.560
H -0.269 -3.827 1.995
H -1.600 -2.817 2.697
H -5.680 2.543 1.656
H -4.999 0.877 -0.791
H -5.819 -0.101 0.604
H -7.510 1.067 -1.181
H -7.120 2.605 -0.152
H -8.901 0.320 0.685
H -7.487 0.467 1.834
H -3.602 2.449 3.587
H -1.396 3.221 4.356
H -1.877 4.741 3.498
H 0.855 3.249 2.807
H 0.608 4.500 4.090
H 0.443 4.798 1.021
H -0.370 6.085 2.076
Cl -3.221 -0.845 -7.686
C -2.862 0.726 -6.928
C -1.452 0.793 -6.379
Cl -1.232 -0.275 -4.963
H -3.603 0.902 -6.148
H -2.994 1.486 -7.700
H -1.232 1.808 -6.046
H -0.712 0.514 -7.134
Cl 6.318 9.363 3.554
C 5.159 8.028 3.775
C 3.724 8.490 3.643
Cl 3.228 9.540 4.995
H 5.346 7.576 4.749
H 5.381 7.287 3.006
H 3.055 7.628 3.651
H 3.562 9.037 2.714
Cl -2.988 7.010 3.732
C -3.466 8.265 2.561
C -3.662 7.707 1.168
Cl -2.128 7.186 0.425
H -2.707 9.047 2.577
H -4.403 8.692 2.923
H -4.081 8.477 0.519
H -4.343 6.855 1.168
Cl 2.176 -3.392 -4.781
C 3.734 -2.652 -4.324
C 4.107 -2.943 -2.886
Cl 3.037 -2.111 -1.727
H 3.667 -1.580 -4.512
H 4.488 -3.068 -4.993
H 5.120 -2.590 -2.689
H 4.072 -4.011 -2.670
Cl 6.415 -1.592 0.916
C 6.005 -3.313 1.145
C 7.006 -4.232 0.481
Cl 6.920 -4.140 -1.297
H 4.996 -3.474 0.763
H 5.993 -3.493 2.221
H 6.797 -5.268 0.755
H 8.027 -4.000 0.784
Cl 0.495 -0.276 -9.487
C 0.715 -2.046 -9.532
C 1.757 -2.518 -8.543
Cl 3.401 -2.004 -9.001
H 0.973 -2.327 -10.553
H -0.252 -2.490 -9.291
H 1.766 -3.608 -8.507
H 1.555 -2.146 -7.539
Cl 3.895 -5.939 2.231
C 4.148 -7.705 2.189
C 5.155 -8.161 3.219
Cl 6.808 -7.616 2.831
H 4.454 -7.978 1.179
H 3.180 -8.166 2.387
H 5.180 -9.251 3.250
H 4.904 -7.797 4.216
Cl 5.014 -11.287 0.657
C 5.781 -12.564 1.636
C 4.919 -12.980 2.807
Cl 4.793 -11.695 4.034
H 6.755 -12.199 1.964
H 5.943 -13.416 0.974
H 5.358 -13.848 3.300
H 3.910 -13.244 2.489
Cl 0.858 2.299 5.825
C 2.407 3.045 6.305
C 2.756 2.754 7.748
Cl 1.663 3.582 8.882
H 2.339 4.117 6.116
H 3.173 2.632 5.647
H 3.765 3.111 7.962
H 2.720 1.685 7.962
Cl -11.362 -0.702 0.097
C -11.843 0.591 -1.032
C -12.034 0.076 -2.441
Cl -10.493 -0.414 -3.189
H -11.087 1.376 -0.991
H -12.781 1.004 -0.657
H -12.454 0.863 -3.069
H -12.711 -0.778 -2.468
Cl 6.364 5.887 -5.558
C 5.035 5.221 -4.577
C 5.241 3.757 -4.256
Cl 5.089 2.724 -5.700
H 4.102 5.387 -5.116
H 5.002 5.802 -3.654
H 4.480 3.423 -3.548
H 6.220 3.576 -3.813
Cl 0.515 -8.606 3.411
C 0.032 -7.321 2.276
C -0.185 -7.848 0.874
Cl 1.338 -8.363 0.109
H 0.798 -6.545 2.298
H -0.897 -6.894 2.658
H -0.605 -7.062 0.244
H -0.872 -8.694 0.864
*
```


H2N5O | ωB97M-V with the def2-TZVPD basis set

## Properties
Orbital gap, Eh: 0.390
SMILES: O=[n+]1[nH]nn[nH]1
F_max, Eh/bohr: 0.0695

```
! RIJCOSX wB97M-V def2-TZVPD def2/J DEFGRID3
* xyz 1 1
O -1.916 -0.035 0.020
N -0.726 0.014 -0.020
N 0.119 1.041 -0.043
N 1.356 0.660 0.027
N 1.400 -0.595 0.010
N 0.137 -1.075 -0.005
H -0.131 1.987 0.158
H -0.240 -1.996 -0.147
*
```


C38H42Cl3N5OS2SiTeV | ωB97M-V with the def2-TZVPD basis set

## Properties
Orbital gap (alpha / beta), Eh: 0.206 / 0.220
F_max, Eh/bohr: 0.0194

```
! RIJCOSX wB97M-V def2-TZVPD def2/J DEFGRID3
* xyz -2 4
V -0.153 -0.030 -0.433
C -1.406 2.820 -1.573
N -1.999 1.488 -1.717
C -2.476 1.373 -3.115
C -2.512 -0.023 -3.714
N -1.184 -0.554 -3.853
C -0.374 0.044 -4.889
C -0.997 -1.945 -3.695
C -1.932 -2.859 -4.162
C -1.763 -4.226 -3.970
C -0.632 -4.675 -3.306
C 0.307 -3.765 -2.837
C 0.159 -2.384 -3.010
S 1.303 -1.228 -2.352
C -3.098 1.233 -0.801
C -3.975 2.257 -0.453
C -5.058 2.032 0.382
C -5.273 0.755 0.877
C -4.404 -0.270 0.543
C -3.300 -0.068 -0.297
S -2.220 -1.402 -0.659
H -2.076 3.626 -1.911
H -0.491 2.852 -2.163
H -1.124 2.988 -0.543
H -1.824 1.998 -3.727
H -3.482 1.813 -3.182
H -3.039 0.055 -4.687
H -3.085 -0.686 -3.068
H -0.823 -0.095 -5.891
H 0.617 -0.405 -4.868
H -0.238 1.113 -4.716
H -2.820 -2.492 -4.666
H -2.513 -4.924 -4.324
H -0.489 -5.735 -3.128
H 1.165 -4.114 -2.275
H -3.803 3.257 -0.831
H -5.705 2.853 0.665
H -6.096 0.561 1.555
H -4.539 -1.260 0.959
C 3.503 -4.924 -4.019
C 4.111 -4.538 -2.697
C 4.058 -3.229 -2.236
C 4.583 -2.869 -1.004
C 5.163 -3.831 -0.189
N 5.702 -3.546 1.087
C 5.615 -2.380 1.826
O 6.572 -2.002 2.489
N 4.448 -1.678 1.775
C 3.127 -2.115 1.500
C 2.660 -3.394 1.758
C 1.335 -3.673 1.468
C 0.520 -2.682 0.951
N 0.980 -1.454 0.696
C 2.256 -1.183 0.963
C 5.230 -5.148 -0.640
C 4.718 -5.490 -1.880
H 3.151 -4.045 -4.556
H 2.645 -5.585 -3.879
H 4.226 -5.447 -4.650
H 3.565 -2.458 -2.818
H 4.509 -1.837 -0.690
H 6.557 -4.031 1.308
H 4.526 -0.763 2.193
H 3.310 -4.148 2.178
H 0.925 -4.656 1.652
H -0.524 -2.853 0.724
H 2.583 -0.176 0.725
H 5.669 -5.907 -0.002
H 4.771 -6.523 -2.208
C -0.487 8.002 4.940
C -0.935 6.603 4.606
C -0.460 5.941 3.486
C -0.867 4.647 3.163
C -0.338 3.996 1.924
C -1.778 3.980 3.988
Te -2.463 2.000 3.612
C -2.275 4.643 5.125
C -3.270 3.990 6.045
C -1.849 5.935 5.411
H 0.265 8.350 4.231
H -0.052 8.052 5.941
H -1.323 8.707 4.913
H 0.250 6.439 2.832
H 0.387 3.208 2.148
H 0.150 4.715 1.265
H -1.163 3.528 1.386
H -2.892 3.035 6.416
H -4.204 3.770 5.522
H -3.492 4.639 6.895
H -2.243 6.432 6.295
Cl -1.733 -1.146 2.977
Si -0.839 0.604 2.042
Cl 1.531 1.750 -0.437
Cl 0.940 0.767 3.282
*
```


C4H12N2S | ωB97M-V with the def2-TZVPD basis set

## Properties
Orbital gap, Eh: 0.346
SMILES: NCNCCCS
F_max, Eh/bohr: 0.0305

```
! RIJCOSX wB97M-V def2-TZVPD def2/J DEFGRID3
* xyz 0 1
N 0.589 -1.962 -0.827
C -0.596 -1.375 -1.432
N -1.024 -0.084 -0.976
C -0.101 1.006 -0.773
C -0.154 1.632 0.634
C 0.168 0.647 1.735
S 1.949 0.306 1.940
H 1.274 -1.253 -0.565
H 0.323 -2.256 0.120
H -0.424 -1.346 -2.507
H -1.438 -2.053 -1.278
H -1.914 0.091 -0.545
H 0.918 0.780 -1.052
H -0.313 1.804 -1.502
H 0.486 2.508 0.655
H -1.191 1.889 0.741
H -0.256 0.925 2.696
H -0.263 -0.308 1.453
H 1.966 -0.950 1.483
*
```


C6H12O6V | ωB97M-V with the def2-TZVPD basis set

## Properties
Orbital gap (alpha / beta), Eh: 0.193 / 0.204
F_max, Eh/bohr: 0.0620

```
! RIJCOSX wB97M-V def2-TZVPD def2/J DEFGRID3
* xyz -3 3
V 0.115 0.059 0.039
O 2.254 -0.254 -0.693
C 2.465 0.415 -1.956
C 1.069 1.042 -2.600
O 0.046 1.458 -1.732
H 2.802 -0.364 -2.640
H 3.242 1.178 -1.927
H 0.632 0.266 -3.229
H 1.266 1.800 -3.358
O 0.722 -1.132 1.843
C 0.989 -0.228 2.914
C 0.536 1.274 2.661
O 0.626 1.719 1.315
H 0.619 -0.608 3.866
H 2.078 -0.237 2.942
H 1.047 1.904 3.389
H -0.514 1.292 2.952
O -2.040 0.439 0.292
C -2.916 -0.630 -0.070
C -2.138 -1.776 -0.898
O -0.707 -1.794 -0.889
H -3.858 -0.355 -0.545
H -3.403 -1.022 0.823
H -2.429 -1.704 -1.946
H -2.505 -2.742 -0.553
*
```


C6H14IN2Yb | ωB97M-V with the def2-TZVPD basis set

## Properties
Orbital gap, Eh: 0.153
F_max, Eh/bohr: 0.0636

```
! RIJCOSX wB97M-V def2-TZVPD def2/J DEFGRID3
* xyz 1 1
C 3.192 -1.165 -0.389
C 3.095 0.190 0.298
C 1.739 0.888 0.167
I 1.455 2.058 2.064
N 0.696 0.030 -0.120
C -0.523 0.608 -0.359
C -1.578 0.301 0.761
C -3.050 0.221 0.325
N -3.383 -0.979 -0.543
H 4.029 -1.693 0.039
H 2.316 -1.764 -0.226
H 3.405 -1.058 -1.440
H 3.346 0.053 1.333
H 3.865 0.830 -0.103
H 1.826 1.672 -0.578
H -0.909 0.149 -1.349
H -0.548 1.681 -0.549
H -1.243 -0.604 1.264
H -1.522 1.085 1.491
H -3.386 1.114 -0.173
H -3.636 0.124 1.219
H -3.305 -0.664 -1.519
H -4.379 -1.154 -0.453
Yb -1.501 -1.923 -1.160
*
```